Run a
DFT (ωB97M-V/def2-TZVPD) results for C2H2FNO as an isolated structure.

Positions of all 7 atoms, in Å:
1 C -0.135 -1.033 -0.677
2 C -0.230 -0.171 0.455
3 N 0.001 -1.821 -1.520
4 O 0.092 1.536 -0.218
5 F -1.433 0.024 0.998
6 H 0.577 -0.107 1.112
7 H 1.127 1.572 -0.149

Values from the calculation:
2S+1: 1
Kohn-Sham gap: 10.79 eV
HOMO: -11.36 eV
net charge: 0
M: 75.0 g/mol


Run b
DFT (ωB97M-V/def2-TZVPD) results for a 2-piece molecular cluster, C2H2FNO overall.

Positions of all 7 atoms, in Å:
1 C 0.344 0.222 -0.412
2 C -1.025 -0.097 -0.048
3 N 1.503 0.316 -0.196
4 O 3.302 0.415 0.379
5 F -1.160 -1.448 0.063
6 H -1.785 0.264 -0.746
7 H -1.179 0.329 0.959

Values from the calculation:
2S+1: 1
Kohn-Sham gap (spin up / spin down): 9.95 / 10.18 eV
HOMO (spin up / spin down): -10.81 / -10.80 eV
net charge: 0
M: 75.0 g/mol


Most stable pick: run a. Distance to second place: 3.603 eV.


Run a
DFT (ωB97M-V/def2-TZVPD) results for C3H4N2 in the gas phase.

Positions of all 9 atoms, in Å:
1 N 2.299 0.944 -0.718
2 C 1.309 0.345 -0.294
3 C 0.266 -0.282 0.136
4 C -1.111 -0.629 -0.155
5 N -0.700 -0.125 1.181
6 H 1.983 1.889 -0.954
7 H -1.693 0.080 -0.742
8 H -1.395 -1.673 -0.258
9 H -0.637 -0.897 1.841

Values from the calculation:
2S+1: 1
Kohn-Sham gap: 9.68 eV
HOMO: -8.70 eV
net charge: 0
SMILES: N=C=C1CN1
M: 68.1 g/mol


Run b
DFT (ωB97M-V/def2-TZVPD) results for C3H4N2 in the gas phase.

Positions of all 9 atoms, in Å:
1 C -0.913 -0.033 0.750
2 C -1.239 0.470 -0.392
3 C 1.222 -0.300 -0.332
4 N 0.472 0.066 0.886
5 N 0.864 1.010 -0.215
6 H -1.587 -0.462 1.550
7 H -1.859 0.815 -1.072
8 H 2.300 -0.595 -0.183
9 H 0.741 -0.972 -0.991

Values from the calculation:
2S+1: 1
Kohn-Sham gap (spin up / spin down): 9.00 / 8.47 eV
HOMO (spin up / spin down): -8.91 / -8.62 eV
net charge: 0
M: 68.1 g/mol


Most stable pick: run a. Distance to second place: 3.692 eV.


Run a
DFT (ωB97M-V/def2-TZVPD) results for C3H4N2 in the gas phase.

Positions of all 9 atoms, in Å:
1 H -0.335 2.048 0.119
2 N -1.106 1.345 -0.017
3 C -0.521 0.209 -0.086
4 N -1.240 -0.957 0.025
5 C 0.908 0.019 -0.034
6 C 2.105 -0.032 -0.006
7 H -0.816 -1.866 -0.093
8 H -2.218 -0.833 0.043
9 H 3.223 0.068 0.049

Values from the calculation:
2S+1: 1
Kohn-Sham gap: 10.35 eV
HOMO: -9.38 eV
net charge: 0
SMILES: [H]/N=C(/N)C#C
M: 68.1 g/mol


Run b
DFT (ωB97M-V/def2-TZVPD) results for a 2-piece molecular cluster, C3H4N2 overall.

Positions of all 9 atoms, in Å:
1 C 1.245 0.395 0.136
2 C -1.108 0.747 0.808
3 C 0.856 -0.671 -0.246
4 N 0.309 -1.851 -0.533
5 N -1.348 1.850 0.455
6 H 1.386 1.436 0.210
7 H 0.667 -2.515 -1.193
8 H -0.365 -2.053 0.297
9 H -1.642 2.661 0.066

Values from the calculation:
2S+1: 1
Kohn-Sham gap: 9.52 eV
HOMO: -8.33 eV
net charge: 0
M: 68.1 g/mol


Most stable pick: run a. Distance to second place: 2.264 eV.


Run a
DFT (ωB97M-V/def2-TZVPD) results for C5H10FN in the gas phase.

Positions of all 17 atoms, in Å:
1 C -1.342 1.274 -0.377
2 C 0.087 0.673 -0.255
3 N 0.894 1.699 0.385
4 C 0.251 -0.613 0.374
5 F -0.301 -0.486 1.660
6 C -0.314 -1.776 -0.424
7 C 1.121 -1.780 0.087
8 H -1.754 1.893 0.647
9 H -2.132 0.456 -0.591
10 H -1.324 2.173 -0.986
11 H 0.639 0.599 -1.269
12 H 0.488 2.005 1.299
13 H 1.821 1.484 0.674
14 H -1.144 -2.343 0.093
15 H -0.335 -1.412 -1.540
16 H 1.404 -2.433 0.777
17 H 1.939 -1.411 -0.554

Values from the calculation:
2S+1: 1
Kohn-Sham gap: 10.14 eV
HOMO: -9.06 eV
net charge: 0
SMILES: C[C@@H](N)C1(F)CC1
M: 103.1 g/mol


Run b
DFT (ωB97M-V/def2-TZVPD) results for C5H10FN as an isolated structure.

Positions of all 17 atoms, in Å:
1 C -0.141 1.643 -0.262
2 C -0.018 0.180 0.197
3 C -1.312 -0.364 0.685
4 C 0.702 -0.598 -0.892
5 C 1.239 -0.090 0.974
6 H -0.513 2.320 0.563
7 H 0.807 1.960 -0.635
8 H -0.867 1.657 -1.112
9 H -1.825 0.307 1.427
10 H -1.174 -1.390 1.091
11 H 0.436 -1.659 -0.821
12 H 0.518 -0.256 -1.945
13 H 2.580 -1.083 -0.235
14 H 1.238 -1.009 1.608
15 H 1.485 0.797 1.569
16 N 2.003 -0.281 -0.319
17 F -2.169 -0.479 -0.387

Values from the calculation:
2S+1: 1
Kohn-Sham gap: 10.37 eV
HOMO: -9.46 eV
net charge: 0
M: 103.1 g/mol


Most stable pick: run b. Distance to second place: 1.323 eV.


Run a
DFT (ωB97M-V/def2-TZVPD) results for C5H10FN as an isolated structure.

Positions of all 17 atoms, in Å:
1 C 0.908 -1.568 0.305
2 C 0.013 -0.289 0.263
3 C -1.114 0.033 1.285
4 C 0.819 1.149 -0.116
5 C 0.184 1.000 -1.384
6 H 0.206 -2.519 0.007
7 H 1.746 -1.424 -0.476
8 H 1.198 -2.269 1.491
9 H -0.560 0.654 2.174
10 H -1.713 -1.048 1.846
11 H 0.119 1.892 0.677
12 H 1.952 1.216 -0.250
13 H 1.070 0.959 -2.120
14 H -0.572 2.004 -1.939
15 H -1.615 -0.248 -1.150
16 N -0.468 -0.295 -1.098
17 F -2.172 0.754 0.484

Values from the calculation:
2S+1: 1
Kohn-Sham gap: 9.64 eV
HOMO: -8.74 eV
net charge: 0
M: 103.1 g/mol


Run b
DFT (ωB97M-V/def2-TZVPD) results for a 2-piece molecular cluster, C5H10FN overall.

Positions of all 17 atoms, in Å:
1 C -0.670 -1.517 0.871
2 C -1.040 -2.666 1.816
3 C 1.635 1.621 -0.189
4 C -0.089 1.336 -1.990
5 C 0.232 1.503 -0.547
6 N 0.364 -0.981 0.646
7 F -1.800 -1.060 0.216
8 H -0.431 -3.643 1.598
9 H -1.002 -2.309 2.880
10 H -2.146 -2.900 1.672
11 H 1.768 2.644 0.163
12 H 1.748 0.829 0.552
13 H 2.487 1.654 -1.012
14 H 0.829 1.588 -2.507
15 H -1.053 1.967 -2.165
16 H -0.297 0.286 -2.260
17 H -0.534 1.650 0.257

Values from the calculation:
2S+1: 1
Kohn-Sham gap (spin up / spin down): 10.31 / 6.06 eV
HOMO (spin up / spin down): -9.66 / -7.18 eV
net charge: 0
M: 103.1 g/mol


Most stable pick: run b. Distance to second place: 2.225 eV.


Run a
DFT (ωB97M-V/def2-TZVPD) results for C6H11N in the gas phase.

Positions of all 18 atoms, in Å:
1 C -0.756 -1.235 1.710
2 C 0.007 -0.280 1.192
3 C 0.328 0.034 -0.187
4 C 1.638 0.195 -0.532
5 N 2.608 -0.089 0.444
6 C -0.754 -0.023 -1.257
7 C -1.616 1.231 -1.057
8 H -1.308 -1.067 2.670
9 H -1.417 -2.004 1.314
10 H 0.590 0.279 1.962
11 H 2.102 0.634 -1.404
12 H 3.590 -0.319 0.336
13 H 2.283 -0.826 1.054
14 H -1.302 -0.858 -0.804
15 H -0.377 -0.150 -2.261
16 H -1.948 1.311 -0.009
17 H -1.143 2.112 -1.475
18 H -2.524 1.056 -1.696

Values from the calculation:
2S+1: 1
Kohn-Sham gap: 8.69 eV
HOMO: -7.58 eV
net charge: 0
SMILES: C=C/C(=C\N)CC
M: 97.2 g/mol


Run b
DFT (ωB97M-V/def2-TZVPD) results for C6H11N in the gas phase.

Positions of all 18 atoms, in Å:
1 C -2.183 0.482 -0.642
2 C -1.466 -0.614 0.148
3 C -0.003 -0.792 -0.292
4 C 1.011 -0.045 0.595
5 C 2.438 -0.094 0.035
6 C 0.639 1.365 0.810
7 N 0.390 2.482 0.983
8 H -3.173 0.696 -0.227
9 H -1.609 1.414 -0.632
10 H -2.315 0.178 -1.688
11 H -1.493 -0.376 1.220
12 H -2.008 -1.561 0.036
13 H 0.287 -1.849 -0.275
14 H 0.113 -0.457 -1.332
15 H 0.996 -0.517 1.587
16 H 2.791 -1.128 -0.018
17 H 2.463 0.336 -0.971
18 H 3.123 0.479 0.667

Values from the calculation:
2S+1: 1
Kohn-Sham gap: 12.14 eV
HOMO: -11.20 eV
net charge: 0
SMILES: CCC[C@@H](C)C#N
M: 97.2 g/mol


Run c
DFT (ωB97M-V/def2-TZVPD) results for C6H11N in the gas phase.

Positions of all 18 atoms, in Å:
1 H -1.362 1.914 0.599
2 N -0.340 1.776 0.577
3 C -0.149 0.626 1.074
4 C 0.920 -0.323 0.637
5 C 2.273 0.262 0.245
6 C 0.129 -0.931 -0.596
7 C -1.390 -0.860 -0.480
8 C -2.136 0.133 -0.970
9 H -0.971 0.046 1.513
10 H 1.061 -1.099 1.400
11 H 2.919 -0.498 -0.210
12 H 2.152 1.087 -0.463
13 H 2.795 0.650 1.126
14 H 0.444 -1.966 -0.768
15 H 0.427 -0.330 -1.461
16 H -1.877 -1.628 0.122
17 H -1.692 0.931 -1.564
18 H -3.205 0.210 -0.781

Values from the calculation:
2S+1: 1
Kohn-Sham gap: 10.41 eV
HOMO: -9.30 eV
net charge: 0
SMILES: [H]/N=C/[C@H](C)CC=C
M: 97.2 g/mol


Most stable pick: run b. Distance to second place: 1.846 eV.


Run a
DFT (ωB97M-V/def2-TZVPD) results for C6H11N as an isolated structure.

Positions of all 18 atoms, in Å:
1 C -0.268 -1.195 0.465
2 C 0.931 -0.197 0.482
3 N 2.869 -1.438 -0.714
4 C -0.572 1.460 -0.566
5 C 0.633 1.064 -0.268
6 C -3.049 1.147 -0.093
7 C -1.785 1.611 0.095
8 H -1.053 -1.058 1.207
9 H 0.149 -2.208 0.480
10 H -0.709 -1.050 -0.525
11 H 1.312 0.041 1.482
12 H 1.820 -0.826 -0.099
13 H 3.271 -2.165 -1.297
14 H 3.646 -0.783 -0.622
15 H 1.506 1.557 -0.693
16 H -3.847 1.595 0.475
17 H -3.207 0.471 -0.929
18 H -1.645 1.972 1.119

Values from the calculation:
2S+1: 1
Kohn-Sham gap: 4.10 eV
HOMO: -7.00 eV
net charge: 0
M: 97.2 g/mol


Run b
DFT (ωB97M-V/def2-TZVPD) results for C6H11N in the gas phase.

Positions of all 18 atoms, in Å:
1 C 1.398 -1.668 -1.720
2 C 1.538 -1.054 -0.517
3 C 0.556 -0.044 -0.035
4 N 0.944 1.329 -0.328
5 C -0.262 -0.296 0.999
6 C -1.697 -0.043 1.206
7 C -2.120 1.302 0.498
8 H 2.014 -2.660 -1.794
9 H 0.978 -1.181 -2.697
10 H 2.185 -1.296 0.222
11 H 0.544 1.887 -1.116
12 H 2.059 1.400 -0.550
13 H 0.177 -1.126 1.650
14 H -2.433 -0.735 0.717
15 H -1.961 -0.056 2.275
16 H -3.135 1.714 0.566
17 H -1.582 2.075 1.039
18 H -1.922 1.492 -0.597

Values from the calculation:
2S+1: 1
Kohn-Sham gap: 8.32 eV
HOMO: -7.71 eV
net charge: 0
SMILES: C=C/C(N)=C/CC
M: 97.2 g/mol


Run c
DFT (ωB97M-V/def2-TZVPD) results for C6H11N as an isolated structure.

Positions of all 18 atoms, in Å:
1 C -0.038 -1.560 1.338
2 N -1.095 -0.346 1.241
3 C -0.581 0.753 0.329
4 C -1.126 0.735 -0.967
5 C 0.149 0.482 -1.476
6 C 0.740 -0.751 -1.866
7 C 0.391 1.739 0.962
8 H -0.003 -1.652 2.420
9 H -0.366 -2.486 0.948
10 H 0.915 -1.396 0.818
11 H -1.749 -0.776 0.573
12 H -2.073 0.255 -1.352
13 H 0.837 1.326 -1.783
14 H 1.854 -0.905 -1.855
15 H 0.258 -1.491 -2.527
16 H -0.058 2.483 1.661
17 H 0.682 2.342 0.083
18 H 1.265 1.249 1.453

Values from the calculation:
2S+1: 1
Kohn-Sham gap: 7.30 eV
HOMO: -7.15 eV
net charge: 0
M: 97.2 g/mol


Most stable pick: run b. Distance to second place: 1.520 eV.


Run a
DFT (ωB97M-V/def2-TZVPD) results for C6H11N in the gas phase.

Positions of all 18 atoms, in Å:
1 C 2.695 0.142 -0.373
2 C 1.419 0.603 -0.343
3 C 0.263 -0.256 -0.098
4 N 0.390 -1.685 -0.149
5 C -0.975 0.240 0.121
6 C -2.256 -0.563 -0.078
7 C -1.212 1.594 0.747
8 H 3.521 0.822 -0.201
9 H 2.920 -0.918 -0.573
10 H 1.252 1.644 -0.606
11 H 1.303 -1.949 -0.486
12 H 0.218 -2.151 0.729
13 H -2.693 -0.272 -1.075
14 H -2.044 -1.622 -0.137
15 H -3.003 -0.364 0.688
16 H -1.754 1.330 1.683
17 H -1.945 2.160 0.192
18 H -0.317 2.192 0.922

Values from the calculation:
2S+1: 1
Kohn-Sham gap: 8.49 eV
HOMO: -7.58 eV
net charge: 0
SMILES: C=CC(N)=C(C)C
M: 97.2 g/mol


Run b
DFT (ωB97M-V/def2-TZVPD) results for C6H11N in the gas phase.

Positions of all 18 atoms, in Å:
1 C -3.160 -0.832 -0.721
2 C -1.713 -0.369 -0.760
3 C -0.816 -0.986 0.034
4 C 0.231 -0.366 0.837
5 C 0.587 0.918 0.640
6 N 1.923 1.412 0.787
7 C 2.980 0.796 0.022
8 H -3.820 0.015 -0.582
9 H -3.487 -1.396 -1.605
10 H -3.293 -1.553 0.084
11 H -1.604 0.454 -1.458
12 H -0.746 -2.059 0.081
13 H 0.900 -0.912 1.492
14 H 0.020 1.547 -0.025
15 H 2.184 1.568 1.751
16 H 3.891 1.389 0.051
17 H 2.700 0.594 -1.013
18 H 3.224 -0.220 0.384

Values from the calculation:
2S+1: 1
Kohn-Sham gap: 8.13 eV
HOMO: -7.72 eV
net charge: 0
SMILES: C/C=C/C=C/NC
M: 97.2 g/mol


Run c
DFT (ωB97M-V/def2-TZVPD) results for a 2-piece molecular cluster, C6H11N overall.

Positions of all 18 atoms, in Å:
1 C 1.985 -0.557 0.095
2 C 0.759 0.315 0.348
3 C 0.802 1.535 -0.507
4 C -0.994 -0.908 0.046
5 C -2.324 -0.592 0.778
6 C -0.938 -0.381 -1.270
7 N -0.706 0.305 -2.179
8 H 2.229 -1.183 0.952
9 H 2.912 -0.025 -0.199
10 H 1.722 -1.181 -0.762
11 H 0.491 0.563 1.365
12 H 1.563 1.853 0.253
13 H -0.049 2.220 -0.485
14 H 1.293 1.501 -1.490
15 H -0.708 -1.966 0.141
16 H -3.195 -1.185 0.436
17 H -2.243 -0.769 1.855
18 H -2.599 0.455 0.622

Values from the calculation:
2S+1: 1
Kohn-Sham gap: 9.83 eV
HOMO: -8.87 eV
net charge: 0
M: 97.2 g/mol


Run d
DFT (ωB97M-V/def2-TZVPD) results for C6H11N as an isolated structure.

Positions of all 18 atoms, in Å:
1 C -0.422 -2.146 -0.425
2 C 2.085 0.932 0.557
3 C -0.926 0.612 -0.056
4 C 0.330 -0.909 -0.187
5 N -1.913 0.413 0.901
6 C 1.319 -0.276 0.249
7 C -1.009 1.505 -1.044
8 H -1.581 0.199 1.829
9 H -2.684 1.075 0.899
10 H 2.011 -1.425 -0.104
11 H 0.153 -3.008 -0.087
12 H -1.365 -2.094 0.119
13 H -0.649 -2.247 -1.487
14 H -1.898 2.113 -1.206
15 H -0.298 1.512 -1.858
16 H 1.945 1.682 -0.221
17 H 1.752 1.367 1.499
18 H 3.149 0.697 0.621

Values from the calculation:
2S+1: 1
Kohn-Sham gap: 8.96 eV
HOMO: -7.93 eV
net charge: 0
M: 97.2 g/mol


Most stable pick: run a. Distance to second place: 1.360 eV.